Entry 1:
Here is 7 unconnected molecules or ions with the total composition C34H73F5N7O8S3 at a distorted geometry from the OMol25 dataset. Energies are from the ωB97M-V functional and the def2-TZVPD basis.

```
! RIJCOSX wB97M-V def2-TZVPD def2/J DEFGRID3
* xyz 3 1
S -12.6857 1.6095 -7.4609
S -11.2910 -0.4982 -7.1162
S -11.5331 0.2892 -2.3771
F -9.8963 1.6316 -3.9370
F -12.9517 2.5607 -8.7100
F -9.9703 2.3696 -1.8913
F -11.6239 2.7778 -3.2702
F -10.3824 -1.3835 -8.0546
O -10.4058 -0.0713 -6.0861
O -8.4560 4.1764 -9.2256
O -12.1872 2.4755 -6.4341
O -10.3986 -0.5325 -1.9703
O -12.2211 -0.2268 -3.5211
O -12.3729 0.7032 -1.2579
O -13.9691 1.0364 -7.2557
O -12.4137 -1.3048 -6.8477
N -9.2312 2.0364 -8.9626
N -13.0331 -0.6325 2.2473
N -5.7568 4.3094 0.1267
N -11.5660 0.7265 -8.1670
N -16.1392 2.9984 -2.8026
N -7.4988 -2.4613 -2.0849
N -6.1633 6.0602 1.3066
C -5.5278 2.9028 -0.2372
C -13.6210 -1.2816 1.0128
C -15.7643 4.8500 0.5732
C -6.1096 5.3106 -0.7436
C -11.9641 0.3624 1.9506
C -6.8390 -1.3923 -2.9086
C -12.5909 -2.3577 0.6294
C -6.8143 2.0845 -0.2935
C -14.0477 -0.0066 3.1474
C -5.8160 4.7867 1.3607
C -16.2096 3.3326 -1.3458
C -8.9834 3.4438 -8.4690
C -11.6842 -2.5685 1.8515
C -14.7495 2.0826 -4.4914
C -16.8448 4.0045 -3.6119
C -12.4132 -1.8269 2.9597
C -15.6265 0.9366 -3.9764
C -9.3290 3.6629 -7.0354
C -14.6591 2.9167 -3.2493
C -15.8726 4.7636 -0.9594
C -8.0407 -1.9731 -0.7853
C -6.3723 6.9569 2.4396
C -5.7690 -2.8577 -0.4090
C -8.4638 -3.2156 -2.9325
C -6.3843 -3.4018 -1.6856
C -6.8784 -2.0119 0.2122
C -8.0388 1.1449 -8.7425
C -16.6612 1.6038 -3.0532
C -6.3351 6.4180 -0.0089
C -7.7441 -0.2563 -3.3516
C -10.7222 1.8538 -2.9062
C -14.9322 1.0335 2.4919
C -7.0329 0.5796 -4.3990
C -16.2040 1.3019 3.2705
H -6.4845 -1.9039 -3.8064
H -15.2639 0.6518 1.5186
H -13.2741 -2.3966 3.2999
H -11.9702 -2.0835 -0.2255
H -5.7174 -3.5062 -2.5383
H -17.8966 4.0120 -3.3392
H -16.6811 5.4257 -1.2630
H -6.7860 -4.4021 -1.5162
H -16.7524 0.3752 3.4266
H -6.8283 0.0139 -5.3133
H -6.0909 5.1298 -1.8032
H -10.3982 3.8265 -6.9160
H -6.5948 1.0166 -0.3288
H -7.9005 1.0718 -7.6688
H -14.9980 0.3296 -3.3196
H -15.9922 0.3003 -4.7762
H -16.3914 4.9730 -3.4297
H -11.5566 -3.6099 2.1351
H -14.3596 1.9344 2.2557
H -5.0055 2.8609 -1.1898
H -7.4094 7.2706 2.5139
H -14.9461 4.2121 0.9191
H -11.3275 -0.0382 1.1592
H -8.8878 -2.5847 -0.4889
H -13.1237 -3.2448 0.2878
H -11.3264 0.4257 2.8283
H -4.8504 -2.3109 -0.6100
H -16.7202 3.7699 -4.6625
H -17.2532 3.1426 -1.0681
H -7.7223 1.3398 -4.7773
H -8.8377 4.5967 -6.7496
H -14.6922 -0.8371 3.4611
H -5.5018 -3.6735 0.2577
H -8.9072 2.8828 -6.4055
H -7.2797 -2.3865 1.1541
H -14.5199 -1.7775 1.3647
H -5.5881 4.2589 2.2710
H -16.7798 2.0472 2.7276
H -7.5259 2.2509 0.5150
H -10.7109 -2.1137 1.6770
H -4.8267 2.5188 0.5040
H -13.5579 0.3338 4.0595
H -14.9149 5.0570 -1.3906
H -9.1309 -2.5261 -3.4314
H -14.3122 3.9461 -3.3200
H -6.6578 7.4105 -0.2654
H -7.8714 -3.7512 -3.6751
H -14.1146 2.4313 -2.4395
H -6.1557 6.4362 3.3732
H -17.6622 1.6701 -3.4752
H -8.4261 -0.9708 -0.9455
H -10.1122 1.5900 -8.5800
H -8.7004 -0.5556 -3.7683
H -5.6771 7.7898 2.3849
H -7.9488 0.3392 -2.4599
H -8.3230 0.1722 -9.1312
H -7.2035 1.6015 -9.2584
H -6.1355 1.0879 -4.0471
H -11.7552 -1.4699 3.7451
H -16.7177 1.0834 -2.1017
H -6.5760 -0.9935 0.4575
H -8.9132 -3.9751 -2.3004
H -7.3687 2.2861 -1.2139
H -13.7951 1.6719 -4.7995
H -5.9519 -1.0489 -2.3770
H -16.0228 1.7243 4.2620
H -12.3686 1.2928 1.5744
H -15.5310 5.8729 0.8630
H -13.6750 -0.5536 0.2075
H -16.6849 4.5607 1.0781
H -9.4253 2.1395 -9.9656
H -15.6136 2.5987 -0.8038
H -15.1912 2.6232 -5.3229
*
```

E_LUMO in Eh: -0.215
HOMO-LUMO gap in Ha: 0.33403
HOMO energy in eV: -14.927
Total energy in eV: -109323.747

Results of the Löwdin charge analysis, in e, for atoms 1 through 4:
1 S 0.4840
2 S 0.4886
3 S 0.4618
4 F 0.1081

***

Entry 2:
Here is a molecular structure, C34H75BF4N8O6 at a distorted geometry from the OMol25 dataset. Energies are from the ωB97M-V functional and the def2-TZVPD basis.

```
! RIJCOSX wB97M-V def2-TZVPD def2/J DEFGRID3
* xyz 0 1
F -4.1693 2.1871 -1.7475
F -5.6293 3.9381 -1.4605
F -3.7733 4.0921 -2.9825
F -5.6143 2.5791 -3.3665
O -2.9023 -0.1709 -2.4655
O -1.4603 4.0511 -1.6535
O 0.9627 3.3421 -2.5565
O 2.6827 -3.4389 -1.9305
O 4.4957 0.2641 -4.8335
O -5.1923 -2.4649 3.2545
N -2.4123 -3.5809 0.3315
N 1.5077 -5.8269 4.7755
N 5.8617 -5.8639 1.0855
N 4.0897 0.0481 -0.1735
N 0.9557 -1.0099 4.5995
N 0.1127 5.9291 3.3245
N -0.0953 -0.5529 0.5335
N -2.3543 1.8681 3.8815
C 0.1077 5.6211 -0.4115
C 2.1997 -4.6899 -2.6175
C 1.5127 -5.3259 -1.4885
C -0.9783 5.5951 3.2705
C 3.6097 0.8421 -3.8945
C -1.5713 -0.2519 0.7925
C 0.1427 -0.7779 -0.9315
C 0.4477 -1.7989 5.2925
C -0.2513 -2.9109 6.1015
C 0.2797 -1.7269 1.3235
C -0.2043 2.2031 5.3575
C -2.6563 -0.2889 -3.8475
C 5.8717 -3.1449 0.8565
C 2.9107 -6.6309 2.6795
C -4.0093 -3.5359 -1.7565
C -1.8373 0.9081 -4.3625
C -5.2573 -0.8349 1.5275
C 3.8467 2.6541 -0.2455
C -1.4273 2.0171 4.5565
C 0.4627 0.6741 1.1055
C -1.6573 1.3451 0.5275
C 1.9517 -1.7689 1.4715
C 3.9967 1.1911 -0.1435
C 1.0587 3.9901 -3.7705
C 2.3097 4.8951 -3.8825
C -0.3073 1.9151 0.7895
C -3.0293 -3.5629 -0.5965
C 2.3377 0.1491 -3.9515
C -5.9933 -1.5829 2.4855
C -1.3613 5.2311 -0.8585
C -2.5063 5.1471 3.2825
C 2.1267 -6.1319 3.8405
C 2.3997 -3.0559 2.1335
C 5.8577 -4.6399 0.9115
B -4.8193 3.2531 -2.4125
H 3.4117 -2.9589 2.1975
H -0.6623 -2.5079 6.9825
H 2.0777 -3.0679 3.2105
H -2.4043 3.8571 -1.8005
H -2.4563 4.3061 2.5405
H 0.1147 2.4491 -0.0675
H -3.3883 0.5771 -2.4075
H -0.4033 1.7841 6.2765
H 0.9087 3.3461 -4.5555
H -4.8093 -1.4129 0.6175
H -1.8293 5.0341 0.0255
H 6.8177 -2.7539 0.4495
H -0.1973 0.1291 -1.7215
H 2.5207 -7.6899 2.5165
H -2.1863 1.9481 -4.1695
H 1.5407 -4.5259 -3.4575
H -1.8763 0.7531 -5.4065
H -0.6353 1.1241 -4.1095
H 3.0677 4.0771 -3.7595
H -2.4283 -0.8239 0.3005
H 0.5767 -4.7019 -1.1025
H 2.4087 -1.7399 0.5885
H 1.9277 -3.8099 1.4935
H 3.4827 1.8091 -4.3045
H -2.0003 1.7101 -0.4305
H 0.7257 1.6151 4.5815
H -0.0303 -2.6469 0.9355
H 1.9797 -5.5269 -0.5795
H 0.1937 3.6591 -2.1165
H -5.8953 -3.1369 3.6105
H -3.6333 -3.3009 -2.6795
H 6.1507 -2.6039 1.6795
H -4.7723 -2.7509 -1.5455
H 0.8587 -6.2299 -1.7615
H -2.3733 1.8631 1.2315
H -0.0613 3.3081 5.4755
H 3.4257 3.1221 -1.2415
H -0.2313 2.5271 1.7055
H 1.0907 -0.9349 -1.1155
H -3.0443 4.9081 4.1055
H -6.6583 -1.1609 3.2155
H -5.8273 -0.1689 0.8865
H 0.3047 6.5791 0.1235
H 2.4347 -0.9469 -3.6285
H 0.3477 -3.7399 6.2275
H 0.6147 5.7661 -1.2655
H -0.0833 -1.6639 2.4045
H -4.5373 -0.1489 2.0295
H -3.0873 6.0011 2.8135
H -6.8613 -2.2979 1.8605
H 2.5687 -0.8709 2.0665
H -0.6873 -1.5269 -1.4775
H 3.8997 -6.6809 3.0405
H -2.1563 -1.0649 -4.1405
H -1.5853 6.1761 -1.4135
H 3.1707 -5.2719 -2.9415
H 5.1817 0.7881 -4.9125
H 1.5217 0.8251 0.7905
H 0.2367 4.8521 -3.9835
H -4.4153 -4.4369 -1.9135
H 2.5707 -5.9909 1.7935
H 4.6157 3.1071 0.1255
H 2.9897 2.9801 0.3085
H 2.4717 5.1271 -4.7625
H 5.1987 -2.9279 0.3455
H -1.1133 -3.4069 5.6625
H -1.7563 -0.4899 1.8905
H 0.4897 4.7171 0.0545
H 3.3117 -3.0429 -2.4335
H -3.6613 -0.2479 -4.3445
H 1.6387 0.6181 -3.4355
H 0.4347 0.5981 2.1685
H 1.9457 0.3321 -5.0005
H 3.8927 0.7461 -2.9055
H 1.9937 5.7301 -3.1895
*
```

E_LUMO in Eh: 0.007
HOMO-LUMO gap in Ha: 0.36727
HOMO energy in eV: -9.794
Total energy in eV: -72214.775

Results of the Löwdin charge analysis, in e, for atoms 1 through 4:
1 F 0.0747
2 F 0.0792
3 F 0.0510
4 F 0.0890